1.
{"formula": "C21H24N4O4", "method": "wB97M-V/def2-TZVPD", "lumo_energy_ev": 0.67, "symbols": ["C", "O", "C", "C", "C", "C", "C", "C", "C", "C", "C", "N", "N", "C", "C", "C", "C", "O", "N", "C", "C", "O", "C", "C", "C", "C", "N", "C", "O", "H", "H", "H", "H", "H", "H", "H", "H", "H", "H", "H", "H", "H", "H", "H", "H", "H", "H", "H", "H", "H", "H", "H", "H"], "coordinates": [[-1.462, -1.418, -3.191], [-0.741, -2.096, -2.188], [-1.220, -2.059, -0.908], [-2.452, -1.522, -0.559], [-2.853, -1.499, 0.766], [-2.027, -2.005, 1.749], [-0.810, -2.567, 1.400], [-0.390, -2.613, 0.082], [0.885, -3.289, -0.352], [2.037, -3.240, 0.664], [2.479, -1.847, 0.889], [1.991, -0.967, 1.696], [2.706, 0.168, 1.526], [3.598, -0.070, 0.620], [4.624, 0.853, 0.079], [4.280, 2.320, 0.354], [3.005, 2.690, -0.398], [3.011, 3.053, -1.555], [1.885, 2.581, 0.350], [0.572, 2.680, -0.236], [0.011, 1.294, -0.603], [-1.321, 1.376, -1.060], [-2.318, 1.594, -0.160], [-3.592, 1.806, -0.693], [-4.656, 2.003, 0.164], [-4.415, 1.986, 1.531], [-3.214, 1.790, 2.042], [-2.191, 1.597, 1.229], [3.511, -1.340, 0.170], [-0.851, -1.490, -4.090], [-1.609, -0.365, -2.932], [-2.431, -1.891, -3.378], [-3.108, -1.118, -1.312], [-3.814, -1.078, 1.022], [-2.329, -1.970, 2.784], [-0.181, -2.968, 2.178], [0.664, -4.341, -0.559], [1.213, -2.838, -1.290], [2.882, -3.806, 0.268], [1.731, -3.675, 1.614], [4.710, 0.683, -0.997], [5.589, 0.606, 0.533], [4.155, 2.479, 1.424], [5.091, 2.945, -0.019], [1.955, 2.076, 1.227], [-0.101, 3.175, 0.470], [0.657, 3.288, -1.139], [0.574, 0.882, -1.445], [0.094, 0.603, 0.246], [-3.717, 1.809, -1.765], [-5.651, 2.167, -0.221], [-5.211, 2.136, 2.247], [-1.246, 1.430, 1.725]], "forces_ev_per_a": [[-0.1, 0.1, -0.2], [0.1, -0.1, 0.4], [0.0, 0.0, 0.2], [0.0, -0.1, -0.3], [0.0, -0.1, 0.0], [-0.1, 0.0, 0.1], [-0.1, 0.0, -0.1], [0.0, 0.0, -0.3], [0.1, -0.1, 0.0], [-0.1, 0.0, -0.3], [-0.1, 0.1, 0.4], [-0.5, -1.2, 0.2], [1.0, 0.8, -0.3], [-0.3, 0.2, 0.4], [0.2, -0.1, -0.1], [-0.1, -0.1, -0.2], [0.2, 0.1, 0.6], [0.1, 0.0, -0.5], [-0.4, 0.0, 0.2], [-0.3, 0.0, -0.3], [0.5, 0.1, 0.3], [-0.4, 0.1, -0.1], [-0.4, 0.2, 0.0], [0.3, 0.0, 0.1], [0.1, -0.1, 0.0], [-0.3, 0.0, 0.0], [-0.1, 0.0, 0.4], [0.5, 0.0, -0.4], [0.1, 0.0, -0.1], [-0.1, 0.0, 0.0], [0.0, 0.0, 0.0], [0.0, 0.0, 0.0], [0.0, 0.1, -0.1], [-0.1, 0.1, 0.0], [0.0, 0.0, 0.1], [0.1, 0.0, 0.1], [0.1, 0.0, -0.1], [0.0, -0.1, 0.0], [-0.1, -0.1, 0.1], [0.1, 0.0, 0.0], [0.1, 0.0, 0.0], [0.0, 0.0, -0.1], [0.1, 0.0, 0.0], [-0.1, 0.0, 0.0], [0.1, 0.1, -0.2], [0.0, 0.0, -0.1], [-0.1, 0.0, 0.1], [0.0, 0.0, 0.1], [0.0, 0.0, -0.1], [0.0, 0.0, -0.1], [-0.1, 0.0, 0.0], [-0.1, 0.0, 0.0], [0.2, 0.0, -0.1]]}

***

2.
{"formula": "C4H9N", "method": "wB97M-V/def2-TZVPD", "lumo_energy_ev": 1.01, "symbols": ["C", "C", "N", "H", "H", "H", "H", "H", "C", "C", "H", "H", "H", "H"], "coordinates": [[0.439, -0.415, -3.039], [0.817, 0.203, -1.916], [-0.043, 1.266, -1.362], [-0.247, 0.049, -3.742], [0.736, -1.450, -3.179], [1.712, 0.003, -1.340], [0.056, 1.231, -0.366], [-0.880, 0.932, -1.803], [-0.322, -0.846, 2.438], [-0.537, 0.198, 3.235], [-1.093, -1.510, 2.065], [0.573, -0.875, 1.825], [-1.504, 0.358, 3.690], [0.291, 0.856, 3.493]], "forces_ev_per_a": [[0.6, -0.5, 0.4], [-1.2, 1.5, 0.5], [2.5, -1.4, -2.1], [-0.4, -0.3, 0.4], [0.6, 0.4, -0.7], [-0.2, -0.6, 0.1], [-0.8, 0.1, 0.3], [-1.1, 0.8, 1.1], [-0.2, 1.0, -1.1], [0.3, -0.7, 0.0], [-0.2, 0.0, 0.5], [0.4, -0.3, 0.5], [0.0, 0.1, 0.2], [-0.3, 0.1, -0.1]]}

***

3.
{"formula": "C4H13N2S2", "method": "wB97M-V/def2-TZVPD", "total_charge": 1, "lumo_energy_ev": -3.34, "symbols": ["C", "N", "C", "C", "N", "C", "S", "S", "H", "H", "H", "H", "H", "H", "H", "H", "H", "H", "H", "H", "H"], "coordinates": [[1.939, -0.118, -1.371], [0.531, -0.219, -1.864], [-0.325, -1.005, -1.000], [-0.888, -0.115, 0.112], [-1.376, 1.152, -0.635], [0.042, 0.097, 1.256], [-0.597, 1.317, 2.541], [-0.209, 0.283, 4.252], [2.370, 0.859, -1.037], [2.104, -0.893, -0.603], [2.614, -0.440, -2.164], [0.641, -0.430, -2.846], [-1.125, -1.482, -1.572], [0.221, -1.797, -0.486], [-1.783, -0.523, 0.613], [-0.566, 1.252, -1.284], [-1.308, 2.006, -0.062], [-2.265, 1.039, -1.127], [1.048, 0.519, 1.121], [0.126, -0.928, 1.704], [-1.193, -0.573, 4.452]], "forces_ev_per_a": [[0.8, -0.6, 0.1], [1.6, 1.2, 0.6], [0.0, -0.5, -0.3], [-1.8, 0.3, -0.4], [1.8, 0.3, 1.2], [1.0, 0.7, 1.5], [-0.5, -1.2, -0.3], [1.2, 0.6, 0.5], [-1.1, -0.6, -0.1], [0.0, 0.6, 0.0], [0.0, 0.1, -0.2], [-1.0, -0.5, 0.1], [0.0, 0.2, 0.0], [0.0, -0.3, -0.1], [0.2, -0.1, -0.7], [-0.3, -0.3, -0.9], [-0.8, -0.4, 0.0], [0.2, 0.1, 0.2], [-0.3, -0.6, -0.8], [0.1, 1.1, -0.1], [-0.9, -0.2, -0.4]]}

***

4.
{"formula": "HOS3", "method": "wB97M-V/def2-TZVPD", "total_charge": -1, "lumo_energy_ev": [0.50, 0.50], "symbols": ["O", "S", "S", "S", "H"], "coordinates": [[2.833, 1.189, 3.511], [1.912, -1.410, 3.247], [-1.078, 0.629, -1.204], [1.603, 0.474, 3.141], [-0.557, 0.193, -0.027]], "forces_ev_per_a": [[-1.0, 0.4, -0.3], [-0.8, 0.9, -0.2], [0.2, -0.1, 0.4], [1.7, -1.2, 0.4], [-0.1, 0.1, -0.3]]}

***

In the order shown, the computed DFT total energy values come out to -1334.6139, -212.4671, -1065.8185, -1270.4035 hartree.
In the order shown, the computed relative energy (zero: lowest compared OMol25 entry of this formula, charge and spin) values come out to 271.9, 220.8, 142.6, 97.3 kJ/mol.